i) The following is a quantum chemistry calculation of the ion C3H4NO2 with charge -1, from the OMol25 dataset.

- LUMO level (spin up / spin down): 4.237 / 4.235 eV
- HOMO energy (spin up / spin down): -3.8 / -3.8 eV
- Multiplicity: 1
- SMILES string: C=C([O-])CN=O
- Frontier orbital gap (spin up / spin down): 8.00 / 7.99 eV
- Charge: -1

XYZ file:
```
10
C3H4NO2 the ωB97M-V functional and the def2-TZVPD basis
C -0.26715 -0.58969 -0.83334
C -0.14938 -1.21279 0.28902
O 0.00963 -2.33724 0.63462
C 0.11667 -0.04656 1.75995
N -0.45392 0.05934 3.03394
O -1.73601 0.30431 3.12921
H -0.47189 -1.17506 -1.69317
H -0.50168 0.42843 -1.07292
H 1.20540 -0.02010 1.90744
H -0.23976 0.67064 1.06362
```

=====

ii) The following is a quantum chemistry calculation of a cluster of 2 separate species, C3H4NO2 in total, from the OMol25 dataset.

- LUMO level: 3.496 eV
- HOMO energy: -1.2 eV
- Multiplicity: 1
- Frontier orbital gap: 4.71 eV
- Charge: -1

XYZ file:
```
10
C3H4NO2 the ωB97M-V functional and the def2-TZVPD basis
C -1.86247 -0.71393 -0.24203
C 0.47247 2.54230 0.15781
C 0.49281 -1.07414 -0.02221
N -0.68237 -0.24685 -0.20039
O -0.44794 3.11831 0.56423
O 1.49185 2.13902 -0.22129
H -1.93333 -1.87846 -0.09399
H 1.18205 -0.61170 0.69886
H 1.03249 -1.17541 -0.97730
H 0.25445 -2.09914 0.33632
```

=====

ii) (51.5 kcal/mol below the next structure)

=====

i) The following is a quantum chemistry calculation of an isolated molecule of C3H3NO2S, from the OMol25 dataset.

- LUMO level: -0.834 eV
- HOMO energy: -9.3 eV
- Multiplicity: 1
- SMILES string: S=C1C=NOCO1
- Frontier orbital gap: 8.49 eV

XYZ file:
```
10
C3H3NO2S the ωB97M-V functional and the def2-TZVPD basis
S 2.77000 -0.02582 -0.31035
C 1.18326 -0.06497 -0.07141
C 0.45065 1.16019 0.18360
N -0.75679 1.24329 -0.32698
O -1.41787 0.11435 -0.62696
C -0.91189 -0.97796 0.06251
O 0.42060 -1.19418 -0.20985
H 0.79455 2.14034 0.35333
H -0.96148 -0.63633 1.10070
H -1.57102 -1.75890 -0.15459
```

=====

ii) The following is a quantum chemistry calculation of an isolated molecule of C3H3NO2S, from the OMol25 dataset.

- LUMO level: 0.581 eV
- HOMO energy: -8.8 eV
- Multiplicity: 1
- Frontier orbital gap: 9.36 eV

XYZ file:
```
10
C3H3NO2S the ωB97M-V functional and the def2-TZVPD basis
C 0.77378 0.73726 -0.23396
C -0.45641 0.92806 0.48186
C 0.88726 0.21914 -1.41463
N -0.29293 -1.69725 0.60594
O 1.30969 -0.32155 -2.33251
O -1.59878 0.54815 -0.20066
S -1.24575 -0.58357 1.07370
H 1.78173 1.07094 0.04502
H -0.55088 1.82577 1.23144
H -0.60771 -2.72696 0.74381
```

=====

iii) The following is a quantum chemistry calculation of an isolated molecule of C3H3NO2S, from the OMol25 dataset.

- LUMO level: -1.050 eV
- HOMO energy: -9.6 eV
- Multiplicity: 1
- SMILES string: O=C/C=C\n1os1
- Frontier orbital gap: 8.52 eV

XYZ file:
```
10
C3H3NO2S the ωB97M-V functional and the def2-TZVPD basis
O -1.08100 -2.11984 0.65496
C -1.08933 -1.32853 -0.21748
C -0.89338 0.10829 -0.10613
C 0.06486 0.92280 0.32814
N 1.28327 0.33877 0.71555
O 2.36182 1.16492 0.69733
S 2.35821 0.09750 -0.66332
H -1.27894 -1.66536 -1.30641
H -1.81364 0.52221 -0.50549
H 0.08812 1.95925 0.40285
```

=====

i) (19.9 kcal/mol below the next structure)

=====

i) The following is a quantum chemistry calculation of a cluster of 2 separate species, C3H5N3O in total, from the OMol25 dataset.

- LUMO level (spin up / spin down): 0.375 / 0.238 eV
- HOMO energy (spin up / spin down): -7.7 / -7.7 eV
- Multiplicity: 1
- Frontier orbital gap (spin up / spin down): 8.11 / 7.93 eV

XYZ file:
```
12
C3H5N3O the ωB97M-V functional and the def2-TZVPD basis
C -0.61530 0.23777 -0.96208
N 1.21082 -1.32683 -0.31656
C -1.38743 -0.32543 0.13637
N 1.66548 -0.24942 0.26546
C -0.98556 1.05650 0.48120
N 0.16433 1.21448 -0.25660
O -2.17855 -1.19336 0.41192
H 0.66619 -1.85403 0.36628
H -0.94193 0.39226 -1.98362
H 1.64985 -0.10174 1.26963
H 2.36615 0.27232 -0.24100
H -1.61405 1.87747 0.82898
```

=====

ii) The following is a quantum chemistry calculation of an isolated molecule of C3H5N3O, from the OMol25 dataset.

- LUMO level: 0.731 eV
- HOMO energy: -8.7 eV
- Multiplicity: 1
- SMILES string: N[C@H]1N=CNC1=O
- Frontier orbital gap: 9.39 eV

XYZ file:
```
12
C3H5N3O the ωB97M-V functional and the def2-TZVPD basis
N 0.83121 0.34677 -1.74079
C 0.36940 0.73541 -0.49283
N -1.04965 0.83987 -0.35737
C -1.52488 0.22936 0.63651
N -0.64367 -0.53220 1.35293
C 0.63642 -0.47949 0.89405
O 1.58828 -1.14930 1.21394
H 0.62592 -0.61538 -1.97188
H 1.82679 0.36981 -1.55314
H 0.86381 1.62196 -0.33125
H -2.59634 0.04247 0.60411
H -0.92730 -1.40929 1.74570
```

=====

ii) (119.6 kcal/mol below the next structure)